One molecule with the formula C5H8O. Source: the OMol25 dataset; level of theory: ωB97M-V/def2-TZVPD.

The molecular weight is 84.12 g/mol. Its SMILES is C[C@H]1C[C@H]1C=O. Its LUMO energy is 1.05 eV. Its electronic energy is -7360.99574 eV. The value obtained for the largest force on an atom is 0.384 eV/Å. Its relative energy (zero: lowest compared OMol25 entry of this formula, charge and spin) is 121.5 kJ/mol.

Geometry as XYZ:
```
14
Properties=species:S:1:pos:R:3:forces:R:3:mulliken_charge:R:1
C -1.253 -0.973 -0.410 -0.05 -0.05 0.05 -1.280
C -0.614 0.402 -0.481 -0.04 -0.07 -0.21 0.161
C -0.145 1.288 0.623 -0.13 0.05 0.19 -0.694
C 0.873 0.535 -0.210 0.26 0.02 -0.07 0.101
C 1.577 -0.580 0.465 0.22 -0.02 -0.10 -0.265
O 2.679 -0.975 0.166 -0.35 0.13 0.10 -0.500
H -0.823 -1.658 0.327 -0.05 0.30 0.00 0.290
H -2.334 -0.947 -0.246 0.14 0.13 -0.04 0.346
H -1.064 -1.420 -1.391 -0.18 -0.16 0.11 0.326
H -0.959 0.934 -1.365 0.23 0.03 0.09 0.311
H -0.294 0.986 1.656 0.12 -0.09 -0.13 0.256
H -0.148 2.366 0.475 -0.22 -0.27 -0.01 0.253
H 1.478 1.078 -0.929 -0.04 -0.03 0.14 0.408
H 1.026 -1.036 1.319 0.12 0.04 -0.12 0.286
```
Forces are in eV/Å.